Here is a cluster of 12 separate species, C11H40F5N21O17S3 in total from the Open Molecules 2025 dataset. Energies are from ωB97M-V with the def2-TZVPD basis set.

The geometry in ORCA input format:
```
! RIJCOSX wB97M-V def2-TZVPD def2/J DEFGRID3
* xyz -2 1
C -11.030 10.838 -16.463
F -10.987 10.699 -17.795
F -12.317 10.853 -16.091
F -10.308 9.786 -16.020
S -10.227 12.400 -15.809
O -8.816 12.130 -15.556
O -10.421 13.324 -16.926
O -10.906 12.746 -14.565
N -16.137 12.685 -17.722
S -16.449 13.550 -18.957
O -17.618 13.149 -19.705
O -15.405 14.301 -19.576
F -17.145 14.715 -18.068
S -15.494 11.397 -18.632
O -14.403 11.687 -19.527
O -16.382 10.348 -19.016
F -14.728 10.732 -17.394
C -14.451 7.093 -17.906
O -15.548 7.308 -18.442
N -13.597 8.060 -17.504
N -13.966 5.830 -17.719
H -14.050 8.964 -17.572
H -12.610 7.950 -17.386
H -12.994 5.618 -17.843
H -14.662 5.109 -17.805
C -12.137 9.001 -21.189
O -11.116 9.619 -20.943
N -13.398 9.521 -21.056
N -12.139 7.671 -21.572
H -13.553 10.373 -20.528
H -14.091 8.992 -21.550
H -11.165 7.421 -21.687
H -12.787 7.384 -22.285
C -12.158 15.547 -18.737
O -11.095 16.070 -18.409
N -13.199 16.252 -19.277
N -12.314 14.196 -18.764
H -14.028 15.744 -19.522
H -13.162 17.253 -19.210
H -11.531 13.665 -18.376
H -13.085 13.755 -19.228
C -18.430 12.576 -14.907
O -19.318 12.674 -14.056
N -17.731 13.625 -15.471
N -18.002 11.386 -15.393
H -18.046 14.582 -15.375
H -17.231 13.419 -16.329
H -18.598 10.657 -15.023
H -17.343 11.451 -16.139
C -18.470 17.349 -15.509
O -17.698 16.456 -15.873
N -18.289 18.014 -14.345
N -19.575 17.605 -16.245
H -17.434 17.889 -13.832
H -18.881 18.728 -13.961
H -20.187 18.297 -15.848
H -19.618 17.241 -17.177
C -15.766 18.467 -18.475
O -14.932 19.160 -19.063
N -16.376 17.408 -19.047
N -16.067 18.690 -17.167
H -16.960 16.843 -18.455
H -16.211 17.152 -20.000
H -16.766 18.148 -16.676
H -15.327 19.098 -16.625
C -17.760 7.616 -15.528
O -18.567 8.058 -14.701
N -17.421 8.298 -16.646
N -17.138 6.436 -15.315
H -18.040 9.035 -16.939
H -16.672 7.975 -17.263
H -16.452 6.086 -15.960
H -17.348 5.882 -14.510
C -17.646 7.969 -21.890
O -18.396 7.721 -22.835
N -17.165 7.026 -21.033
N -17.196 9.199 -21.548
H -17.450 6.072 -21.157
H -16.431 7.198 -20.370
H -17.290 9.912 -22.248
H -16.610 9.302 -20.735
C -13.666 14.342 -15.290
O -12.763 14.527 -14.491
N -14.201 15.349 -16.048
N -14.357 13.176 -15.452
H -14.983 15.204 -16.654
H -13.910 16.287 -15.851
H -15.201 13.090 -16.008
H -13.974 12.334 -15.060
C -20.999 11.033 -16.950
O -20.534 9.945 -17.262
N -20.603 12.247 -17.463
N -22.090 11.139 -16.128
H -21.213 12.994 -17.726
H -19.783 12.035 -18.021
H -22.399 10.267 -15.736
H -22.017 11.966 -15.553
*
```

E_LUMO   3.07 eV
Orbital gap   6.397 eV
Highest occupied orbital energy   -3.3 eV

***

Here is a cluster of 9 separate species, C11H40N8O9 in total from the Open Molecules 2025 dataset. Energies are from ωB97M-V with the def2-TZVPD basis set.

The geometry in ORCA input format:
```
! RIJCOSX wB97M-V def2-TZVPD def2/J DEFGRID3
* xyz 0 1
N -1.962 -1.354 -0.314
C -2.332 -2.483 -0.853
N -3.609 -2.523 -1.157
O -1.455 -3.534 -0.915
H -0.974 -1.306 0.020
H -2.466 -0.441 -0.289
H -4.017 -3.355 -1.504
H -4.064 -1.632 -1.452
N 1.800 1.180 -3.619
C 3.114 1.430 -3.507
N 3.333 2.235 -2.545
O 4.135 0.938 -4.276
H 1.456 0.506 -4.238
H 1.349 1.406 -2.783
H 4.278 2.650 -2.478
H 2.863 2.246 -1.621
N 1.381 -0.442 -1.077
C 1.423 -1.351 -0.201
N 0.527 -1.179 0.746
O 2.358 -2.438 -0.238
H 2.141 -0.389 -1.772
H 0.689 0.277 -0.999
H 0.447 -1.912 1.429
H 0.198 -0.253 1.113
N -0.481 1.120 2.045
C 0.710 1.683 2.217
N 0.755 2.841 1.666
O 1.745 1.105 3.014
H -0.703 0.315 2.648
H -1.305 1.768 1.985
H 1.342 3.518 2.182
H -0.105 3.372 1.355
C 0.061 -0.376 5.258
C 0.070 -1.492 4.164
O -1.035 -1.270 3.365
H -0.666 -0.566 6.030
H -0.097 0.623 4.839
H 1.016 -0.361 5.788
H -0.008 -2.519 4.529
H 0.976 -1.374 3.602
H -1.316 -2.059 2.933
C -1.593 -0.182 -3.248
C -2.144 0.855 -4.302
O -3.061 1.758 -3.674
H -2.260 -0.984 -3.075
H -1.359 0.361 -2.289
H -0.674 -0.602 -3.561
H -2.580 0.381 -5.163
H -1.350 1.534 -4.554
H -3.923 1.407 -3.535
C -0.600 3.123 -1.478
O -0.363 1.941 -0.704
H -0.797 2.779 -2.522
H 0.193 3.818 -1.583
H -1.546 3.526 -1.173
H 0.149 2.235 0.050
C 3.520 1.398 0.538
O 2.728 2.399 0.021
H 4.438 1.390 -0.115
H 3.105 0.389 0.695
H 3.864 1.724 1.513
H 2.060 2.541 0.678
C -1.589 -4.627 2.352
O -1.142 -3.406 1.768
H -1.529 -4.632 3.466
H -1.003 -5.529 1.955
H -2.642 -4.774 2.010
H -1.472 -3.429 0.841
*
```

E_LUMO   -0.73 eV
Structure (SMILES)   NC(N)=O.NC(N)=O.NC(N)=O.NC(N)=O.CCO.CCO.CO.CO.CO
Orbital gap   7.779 eV
Highest occupied orbital energy   -8.5 eV

***

Here is a cluster of 9 separate species, C11H40O9 in total from the Open Molecules 2025 dataset. Energies are from ωB97M-V with the def2-TZVPD basis set.

The geometry in ORCA input format:
```
! RIJCOSX wB97M-V def2-TZVPD def2/J DEFGRID3
* xyz -1 2
C -1.743 -3.249 2.947
O -0.781 -4.298 2.904
H -1.162 -2.391 3.285
H -2.127 -3.036 1.949
H -2.524 -3.552 3.645
H 0.104 -4.040 3.172
C -2.140 3.280 2.429
O -1.991 2.848 1.043
H -1.282 3.860 2.770
H -3.088 3.735 2.715
H -2.154 2.380 3.044
H -1.910 3.622 0.481
C -1.622 -2.449 -1.850
O -2.984 -2.248 -2.164
H -1.348 -2.171 -0.832
H -1.244 -3.423 -2.161
H -1.098 -1.703 -2.447
H -3.248 -3.088 -2.547
C 2.604 2.332 3.334
O 2.101 3.308 4.212
H 3.079 1.474 3.811
H 1.821 1.918 2.699
H 3.291 2.830 2.651
H 2.615 3.309 5.022
C 3.237 -0.080 -2.608
O 1.916 -0.767 -2.717
H 4.144 -0.664 -2.766
H 3.320 0.667 -3.398
H 3.285 0.407 -1.634
H 1.998 -1.427 -3.410
C -0.011 0.187 0.490
O 1.219 -0.021 -0.051
H -0.744 0.238 -0.316
H -0.271 -0.715 1.044
H -0.025 1.112 1.067
H 1.226 -0.045 -1.011
C 0.532 3.104 -1.496
O 0.500 4.515 -1.331
H 0.344 3.011 -2.566
H 1.454 2.731 -1.051
H -0.327 2.643 -1.008
H -0.423 4.778 -1.315
C -1.942 1.614 -3.666
C -2.793 0.638 -4.376
O -3.813 1.366 -5.143
H -2.532 2.231 -2.987
H -1.370 2.241 -4.349
H -1.186 1.239 -2.976
H -3.335 -0.025 -3.702
H -2.062 0.073 -4.956
H -4.243 0.684 -5.663
C 2.058 -3.323 1.506
C 2.089 -2.744 2.896
O 1.526 -3.651 3.793
H 2.695 -2.801 0.792
H 0.988 -3.392 1.309
H 2.541 -4.300 1.518
H 1.567 -1.790 2.968
H 3.141 -2.587 3.135
H 2.125 -4.398 3.865
*
```

E_LUMO (alpha / beta)   2.44 / 2.35 eV
Orbital gap (alpha / beta)   1.695 / 9.538 eV
Highest occupied orbital energy (alpha / beta)   0.7 / -7.2 eV

***

The following total energy values (in hartree) correspond, in order, to the records above: -4566.5031, -1558.1816, -1120.0157.
The following relative energy (zero: lowest compared OMol25 entry of this formula, charge and spin) values (in kJ/mol) correspond, in order, to the records above: 41.56, 571.91, 189.50.